A structure of composition C32H49ClGaNO3PS in a non-equilibrium geometry. Source: the Open Molecules 2025 dataset; level of theory: ωB97M-V/def2-TZVPD.

The geometry in XYZ format:
```
89
Properties=species:S:1:pos:R:3:mulliken_charge:R:1
Ga -0.817 -0.454 0.552 -0.488
Cl -1.319 -1.855 -1.176 -0.513
P 0.566 0.343 -2.227 -1.132
C -1.891 -0.855 1.975 -1.269
H -2.494 -0.020 2.338 0.161
H -2.358 -1.850 2.093 0.622
C 1.690 1.797 -2.478 0.246
C -0.917 0.526 -3.358 0.174
C 0.931 3.104 -2.179 -0.163
H 2.426 1.628 -1.665 0.710
C 1.899 4.284 -2.117 -0.761
H 0.189 3.282 -2.971 0.194
H 0.369 3.005 -1.238 -0.622
C 2.790 4.387 -3.350 -0.768
H 1.326 5.205 -1.996 0.401
H 2.527 4.171 -1.228 0.369
C 3.457 3.050 -3.729 -0.956
H 2.200 4.736 -4.207 0.336
H 3.576 5.131 -3.182 0.410
C 2.460 1.880 -3.793 -0.323
H 3.971 3.137 -4.698 0.401
H 4.221 2.808 -2.973 0.365
H 1.764 2.041 -4.628 0.136
H 3.006 0.950 -4.001 0.057
C 1.480 -1.206 -2.779 0.734
C -0.683 1.138 -4.727 -0.680
H -1.236 -0.522 -3.471 1.040
C -1.970 0.983 -5.562 -0.915
H -0.451 2.209 -4.626 0.254
H 0.157 0.671 -5.259 0.245
C -3.210 1.573 -4.872 -0.742
H -1.821 1.456 -6.542 0.402
H -2.136 -0.090 -5.738 0.360
C -3.360 1.135 -3.425 -1.080
H -3.148 2.666 -4.911 0.293
H -4.103 1.284 -5.432 0.430
C -2.033 1.285 -2.646 0.423
H -4.129 1.716 -2.899 0.370
H -3.654 0.077 -3.369 0.386
H -1.788 2.356 -2.552 0.138
H -2.192 0.947 -1.616 -0.653
C 2.872 -1.290 -2.123 -0.409
H 0.839 -1.977 -2.316 0.556
C 3.573 -2.616 -2.447 -0.812
H 3.492 -0.454 -2.485 0.203
H 2.798 -1.184 -1.028 -0.106
C 3.595 -2.939 -3.935 -0.707
H 4.596 -2.571 -2.065 0.416
H 3.063 -3.423 -1.910 0.355
C 2.209 -2.790 -4.596 -1.014
H 4.306 -2.279 -4.450 0.303
H 3.954 -3.965 -4.087 0.345
C 1.527 -1.453 -4.279 -0.555
H 2.305 -2.902 -5.686 0.398
H 1.563 -3.607 -4.239 0.389
H 2.088 -0.645 -4.765 0.066
H 0.521 -1.455 -4.714 0.224
C 0.897 -0.325 1.591 0.141
C -0.303 -0.671 2.450 1.151
H 1.193 0.047 0.530 0.544
C -0.062 -2.002 3.206 -0.780
H -0.328 0.102 3.310 -0.063
C 1.206 -1.931 4.074 -0.809
H -1.039 -2.030 3.788 0.497
H 0.011 -2.877 2.528 0.183
C 2.386 -1.606 3.148 -0.731
H 1.084 -1.147 4.845 0.295
H 1.393 -2.890 4.582 0.389
C 2.110 -0.264 2.417 -1.106
H 3.367 -1.633 3.652 0.436
H 2.420 -2.397 2.376 0.266
H 1.763 0.592 3.029 0.293
H 3.098 0.052 2.027 0.289
O -5.162 1.412 1.143 -0.651
S -4.374 2.602 0.917 1.052
O -4.988 3.810 0.472 -0.678
N -3.016 2.231 0.022 -0.252
C -1.912 2.123 0.771 -0.116
O -0.864 1.484 0.365 0.646
C -2.040 2.700 2.129 0.141
C -1.094 2.746 3.159 -0.567
C -1.547 3.046 4.456 -0.653
C -2.919 3.266 4.696 -0.480
C -3.861 3.204 3.664 -0.648
C -3.379 2.914 2.385 0.231
H -0.055 2.580 2.930 0.477
H -0.856 3.104 5.258 0.459
H -3.256 3.480 5.700 0.380
H -4.931 3.365 3.803 0.419
```

Calculated values
Gap between HOMO and LUMO   5.82 eV
E_LUMO   2.586 eV
Calculated total energy   -4653.7025 Ha
Charge   -1
HOMO   -3.238 eV

A cluster of 8 separate species, C32H49N5O6S3 in total in a non-equilibrium geometry. Source: the Open Molecules 2025 dataset; level of theory: ωB97M-V/def2-TZVPD.

The geometry in XYZ format:
```
95
Properties=species:S:1:pos:R:3:mulliken_charge:R:1
O 0.458 -10.789 -3.316 -0.661
S 0.011 -9.740 -4.304 1.108
O -1.315 -9.733 -4.906 -0.638
C 0.091 -8.113 -3.542 -0.671
C 1.000 -7.179 -4.452 -0.595
C 1.609 -7.873 -5.737 -0.571
C 1.352 -9.445 -5.486 -0.696
H 0.547 -8.277 -2.565 0.380
H -0.949 -7.793 -3.473 0.341
H 0.504 -6.276 -4.807 0.332
H 1.705 -6.869 -3.680 0.262
H 2.627 -7.581 -5.995 0.351
H 1.077 -7.535 -6.627 0.286
H 2.229 -9.897 -5.022 0.360
H 0.995 -9.854 -6.431 0.410
O -5.480 4.840 -3.469 -0.649
S -5.544 5.461 -2.138 1.075
O -4.335 5.935 -1.446 -0.638
C -6.747 6.765 -2.089 -0.516
C -7.780 6.327 -1.073 -0.751
C -7.226 5.397 -0.055 -0.429
C -6.440 4.408 -0.836 -0.800
H -7.230 6.915 -3.054 0.328
H -6.220 7.688 -1.845 0.340
H -8.454 7.135 -0.789 0.373
H -8.549 5.728 -1.561 0.309
H -8.062 4.949 0.483 0.316
H -6.539 5.939 0.595 0.273
H -7.078 3.824 -1.499 0.346
H -5.720 3.714 -0.401 0.422
O 10.929 2.105 0.991 -0.652
S 10.918 0.637 0.980 1.112
O 12.214 -0.091 0.841 -0.678
C 10.138 0.083 2.501 -0.583
C 8.932 -0.724 1.928 -0.709
C 8.513 -0.190 0.561 -0.536
C 9.756 -0.001 -0.231 -0.655
H 9.785 0.978 3.012 0.339
H 10.847 -0.517 3.071 0.345
H 9.125 -1.796 1.876 0.320
H 8.038 -0.722 2.551 0.361
H 8.003 0.765 0.690 0.302
H 7.892 -0.940 0.071 0.304
H 9.715 0.681 -1.080 0.380
H 10.162 -0.916 -0.663 0.349
C 5.727 5.373 5.498 -0.417
C 5.748 6.275 4.403 -0.356
C 6.773 7.101 4.498 -0.529
N 7.413 6.715 5.650 -0.014
C 6.818 5.674 6.258 -0.345
H 5.011 4.591 5.705 0.388
H 4.901 6.338 3.736 0.365
H 7.079 7.949 3.903 0.357
H 8.209 7.151 6.094 0.198
H 7.195 5.339 7.212 0.354
C 1.426 0.044 0.826 -0.417
C 0.755 -1.135 0.542 -0.220
C -0.005 -0.914 -0.562 -0.538
N -0.001 0.425 -0.961 -0.046
C 1.055 1.026 -0.205 -0.473
H 1.932 0.200 1.767 0.365
H 0.890 -2.033 1.126 0.379
H -0.598 -1.630 -1.112 0.362
H -0.479 0.724 -1.799 0.227
H 1.238 2.072 -0.402 0.361
C -6.493 -2.450 2.571 -0.218
C -7.089 -3.165 1.502 -0.420
C -8.439 -3.049 1.718 -0.421
N -8.747 -2.251 2.805 -0.010
C -7.548 -1.876 3.356 -0.597
H -5.433 -2.427 2.779 0.374
H -6.528 -3.640 0.711 0.373
H -9.288 -3.397 1.148 0.350
H -9.701 -2.054 3.072 0.209
H -7.455 -1.298 4.264 0.359
C -0.749 2.798 7.875 -0.595
C -0.846 4.028 8.542 -0.445
C -1.347 5.040 7.774 -0.209
N -1.458 4.386 6.642 -0.047
C -1.076 3.038 6.596 -0.370
H -0.271 1.893 8.219 0.374
H -0.577 4.335 9.543 0.356
H -1.638 6.073 7.893 0.369
H -1.668 4.843 5.766 0.188
H -1.215 2.466 5.690 0.378
C -3.765 -2.007 -7.594 -0.351
C -3.288 -2.761 -8.712 -0.231
C -3.607 -4.075 -8.592 -0.589
N -4.390 -4.168 -7.425 -0.018
C -4.467 -2.981 -6.785 -0.461
H -3.539 -0.972 -7.383 0.372
H -2.803 -2.261 -9.537 0.367
H -3.610 -4.865 -9.328 0.342
H -4.692 -5.068 -7.079 0.208
H -4.862 -2.844 -5.789 0.362
```

Calculated values
Gap between HOMO and LUMO   8.39 eV
E_LUMO   0.301 eV
Calculated total energy   -3168.2681 Ha
Charge   0
Structure (SMILES)   O=S1(=O)CCCC1.O=S1(=O)CCCC1.O=S1(=O)CCCC1.c1cc[nH]c1.c1cc[nH]c1.c1cc[nH]c1.c1cc[nH]c1.c1cc[nH]c1
HOMO   -8.088 eV